(1)
# C20H28BCl2F8O5

The ion C20H28BCl2F8O5 with charge -1 in a non-equilibrium geometry (ωB97M-V with the def2-TZVPD basis set, the OMol25 dataset).

Last column: Mulliken charge in e.
Element x y z (Å)
C: -2.966 -0.358 -4.077  -0.7201
C: -2.389 0.785 -3.125  0.5819
O: -2.560 1.973 -3.508  -0.6209
O: -1.757 0.578 -1.883  -0.0854
C: -0.805 -0.513 -1.913  -2.0783
C: -0.066 -0.810 -0.520  2.0199
C: 1.189 -1.711 -1.041  -1.0156
C: 2.593 -0.956 -0.914  -0.6836
C: 2.928 0.051 -2.105  -0.7251
C: 3.435 -0.635 -3.451  0.9644
F: 3.818 -1.992 -3.324  -0.3220
F: 2.354 -0.613 -4.395  -0.3204
C: 4.718 0.145 -4.067  0.4909
F: 5.864 -0.238 -3.323  -0.2377
F: 4.869 -0.283 -5.409  -0.2578
F: 4.522 1.534 -4.082  -0.2225
O: 0.398 0.524 -0.166  0.2385
B: -0.211 1.091 1.057  -0.2013
C: -0.939 2.558 1.007  -0.5372
C: -0.390 3.451 2.243  0.0094
C: 1.122 3.910 1.997  -0.9784
O: -0.579 2.685 3.468  -0.4929
O: -0.973 -0.079 1.575  -0.0717
C: -0.893 -1.294 0.774  1.0792
C: -0.303 -2.377 1.780  -1.3935
C: 1.181 -2.153 2.311  -0.2498
C: 1.360 -1.014 3.407  0.1278
F: 2.414 -0.069 3.181  -0.3448
C: 0.581 -0.810 4.548  0.3806
F: -0.587 -1.492 4.903  -0.2492
F: 1.018 0.171 5.486  -0.2649
C: -2.440 -1.691 0.664  -0.8745
Cl: -2.792 -2.919 -0.707  -0.2177
C: -3.463 -0.461 0.565  0.7061
C: -4.052 -0.230 2.062  -1.1211
Cl: -4.968 -0.844 -0.472  -0.2249
H: -2.155 -1.143 -4.284  0.2081
H: -3.297 0.095 -5.062  0.2888
H: -3.830 -0.920 -3.580  0.1933
H: 0.030 -0.181 -2.643  0.5973
H: -1.210 -1.481 -2.386  0.2090
H: 1.280 -2.674 -0.413  0.3113
H: 1.058 -2.014 -2.133  0.4867
H: 3.402 -1.781 -0.886  0.4274
H: 2.728 -0.393 0.082  0.3425
H: 1.982 0.656 -2.359  0.0304
H: 3.695 0.843 -1.775  0.4376
H: 0.726 1.160 1.800  -0.6330
H: -0.785 3.138 0.036  0.2017
H: -2.062 2.423 1.172  0.1006
H: -1.101 4.359 2.319  0.2713
H: 1.128 4.692 1.150  0.2831
H: 1.846 3.062 1.780  0.0824
H: 1.497 4.417 2.966  0.3655
H: -0.061 3.076 4.202  0.2877
H: -0.316 -3.392 1.222  0.3655
H: -0.949 -2.560 2.715  0.4336
H: 1.476 -3.135 2.846  0.4922
H: 1.982 -1.991 1.525  0.0417
H: -2.759 -2.276 1.604  0.4262
H: -3.024 0.535 0.259  -0.1677
H: -4.893 0.556 2.043  0.3555
H: -3.222 0.222 2.708  0.1324
H: -4.398 -1.202 2.546  0.3418

Results
HOMO level (eV): -4.4
Total charge: -1
Lowest unoccupied orbital energy (Eh): 0.0966

=====

(2)
# C20H28BClDyF4N2O2

A structure of composition C20H28BClDyF4N2O2 in a non-equilibrium geometry (ωB97M-V with the def2-TZVPD basis set, the OMol25 dataset).

Last column: Mulliken spin population.
Element x y z (Å)
Dy: 0.118 0.389 1.426  3.9604
Cl: 0.594 -0.158 3.760  0.0130
N: -1.775 -1.009 0.884  0.0624
N: 1.688 1.709 0.091  0.0732
C: -1.656 -2.283 1.254  -0.0670
C: 2.872 1.274 -0.299  -0.0775
C: -3.213 -0.813 0.536  -0.0056
C: -3.875 -1.941 1.323  -0.0121
C: -3.419 -1.035 -0.954  0.0022
C: -3.708 0.553 0.954  0.0010
H: -3.055 -2.026 -1.261  -0.0003
H: -2.895 -0.267 -1.536  0.0104
H: -4.493 -0.976 -1.179  -0.0014
H: -3.479 0.744 2.004  -0.0029
H: -4.796 0.598 0.813  -0.0004
H: -3.247 1.343 0.355  -0.0061
C: 1.512 3.094 -0.449  0.0498
C: 2.818 3.338 -1.197  -0.0112
C: 1.374 4.081 0.693  -0.0450
C: 0.321 3.145 -1.390  -0.0266
H: 0.440 2.395 -2.183  0.0099
H: 0.270 4.141 -1.848  -0.0021
H: -0.609 2.954 -0.843  -0.0118
H: 2.195 3.936 1.406  0.0015
H: 0.429 3.950 1.225  0.0081
H: 1.431 5.102 0.295  0.0004
O: 3.576 2.095 -1.053  0.0206
H: 3.433 4.137 -0.759  0.0007
H: 2.697 3.513 -2.272  -0.0009
O: -2.784 -2.919 1.498  0.0052
H: -4.699 -2.457 0.816  0.0028
H: -4.195 -1.617 2.324  -0.0010
C: -0.359 -3.020 1.360  0.1490
C: 3.443 -0.072 -0.020  0.0422
C: 2.411 -1.088 -0.407  -0.0801
H: 3.659 -0.111 1.060  0.0954
H: 4.388 -0.176 -0.565  -0.0188
C: 1.464 -1.480 0.558  0.4088
C: 0.571 -2.533 0.277  -0.0956
H: 1.556 -1.075 1.641  0.3057
C: 0.548 -3.098 -0.998  -0.2174
C: 1.446 -2.641 -1.962  0.4653
C: -0.410 -4.205 -1.336  -0.0132
C: 2.372 -1.636 -1.687  -0.2140
H: 1.446 -3.109 -2.949  0.0515
C: 3.341 -1.179 -2.742  -0.0097
H: 3.228 -1.796 -3.639  0.0109
H: 4.381 -1.265 -2.405  0.0024
H: 3.180 -0.133 -3.035  0.0044
H: -0.389 -5.009 -0.591  0.0017
H: -0.139 -4.636 -2.305  0.0120
H: -1.450 -3.855 -1.415  0.0101
H: -0.557 -4.099 1.289  -0.0130
H: 0.039 -2.810 2.367  0.0136
F: -1.208 2.152 1.290  0.0661
B: -1.666 2.897 2.762  0.0780
F: -2.298 1.855 3.405  -0.0005
F: -0.426 3.206 3.279  -0.0052
F: -2.439 3.929 2.332  0.0006

Results
HOMO level (spin up / spin down) (eV): -0.7 / -1.4
Total charge: -1
Lowest unoccupied orbital energy (spin up / spin down) (Eh): 0.0986 / 0.0986
Multiplicity: 6

=====

(3)
# C20H28BClF4GdN2O2

A structure of composition C20H28BClF4GdN2O2 in a non-equilibrium geometry (ωB97M-V with the def2-TZVPD basis set, the OMol25 dataset).

Last column: Mulliken spin population.
Element x y z (Å)
Gd: 0.220 0.478 -0.919  6.5681
Cl: -0.659 -0.806 1.296  0.0026
N: 2.296 -0.559 0.450  0.0290
N: -2.186 1.155 -0.693  0.0296
C: 2.932 -1.331 -0.377  0.0135
C: -2.976 0.465 -1.462  0.0009
C: 3.078 -0.547 1.730  -0.0063
C: 4.450 -1.019 1.256  -0.0001
C: 2.491 -1.541 2.715  0.0011
C: 3.124 0.830 2.360  -0.0017
H: 2.583 -2.568 2.337  -0.0001
H: 1.432 -1.319 2.880  -0.0008
H: 3.047 -1.467 3.654  0.0001
H: 3.416 1.594 1.638  -0.0004
H: 3.866 0.803 3.164  0.0001
H: 2.152 1.097 2.779  -0.0007
C: -3.034 2.045 0.171  -0.0070
C: -4.454 1.729 -0.301  -0.0019
C: -2.673 3.509 -0.056  0.0182
C: -2.866 1.704 1.639  0.0005
H: -3.047 0.638 1.796  -0.0006
H: -3.590 2.287 2.215  -0.0002
H: -1.852 1.939 1.975  -0.0002
H: -2.920 3.794 -1.086  -0.0021
H: -1.604 3.690 0.115  -0.0141
H: -3.266 4.130 0.629  0.0004
O: -4.288 0.684 -1.320  0.0004
H: -4.951 2.582 -0.780  0.0001
H: -5.096 1.315 0.485  -0.0003
O: 4.175 -1.688 -0.039  0.0007
H: 4.944 -1.750 1.907  -0.0001
H: 5.126 -0.178 1.060  0.0001
C: 2.294 -1.834 -1.672  -0.0130
C: -2.486 -0.563 -2.482  -0.0009
C: -1.568 -1.651 -1.938  -0.0654
H: -1.900 0.034 -3.216  0.0052
H: -3.362 -0.968 -2.975  -0.0004
C: -0.183 -1.524 -1.960  0.1060
C: 0.847 -2.295 -1.533  -0.0930
H: 0.383 2.538 -1.617  0.3508
C: 0.408 -3.547 -1.012  0.0142
C: -0.983 -3.789 -0.967  -0.0111
C: 1.446 -4.462 -0.523  0.0012
C: -1.964 -2.909 -1.405  0.0078
H: -1.306 -4.753 -0.513  -0.0008
C: -3.425 -3.142 -1.320  0.0006
H: -3.635 -4.179 -0.960  0.0003
H: -3.931 -2.991 -2.308  -0.0001
H: -3.904 -2.410 -0.610  0.0001
H: 2.324 -4.523 -1.219  0.0001
H: 1.030 -5.485 -0.378  0.0005
H: 1.859 -4.109 0.465  -0.0002
H: 2.926 -2.608 -2.076  0.0014
H: 2.324 -0.953 -2.374  0.0015
F: 2.115 2.611 -1.129  0.0005
B: 1.520 3.307 0.090  0.0571
F: 0.660 4.278 -0.288  0.0020
F: 0.730 2.279 0.787  0.0064
F: 2.585 3.659 0.805  0.0005

Results
HOMO level (spin up / spin down) (eV): -3.9 / -2.9
Total charge: -1
Lowest unoccupied orbital energy (spin up / spin down) (Eh): 0.1015 / 0.1013
Multiplicity: 8

=====

(4)
# C20H28BrN2OS2V

A structure of composition C20H28BrN2OS2V in a non-equilibrium geometry (ωB97M-V with the def2-TZVPD basis set, the OMol25 dataset).

Last column: Mulliken charge in e.
Element x y z (Å)
V: 0.177 0.044 0.030  1.1218
C: 2.906 1.596 0.737  -1.3088
C: 2.939 0.172 1.312  0.6848
C: 3.642 -0.815 0.378  -1.7515
C: 1.554 -0.300 1.775  0.2155
C: 0.837 0.521 2.740  0.1145
C: -0.021 -0.021 3.655  -1.2584
C: -0.225 -1.423 3.726  0.7771
C: -1.007 -2.017 4.822  -1.5862
C: 0.402 -2.248 2.747  -0.9488
C: 1.251 -1.722 1.820  0.1090
H: 3.901 1.869 0.385  0.4551
H: 2.621 2.350 1.471  0.4399
H: 2.230 1.685 -0.126  0.2784
H: 3.523 0.205 2.239  0.5638
H: 3.029 -1.076 -0.494  0.3932
H: 3.922 -1.738 0.885  0.3984
H: 4.567 -0.371 0.014  0.4709
H: 1.080 1.574 2.809  0.5482
H: -0.481 0.615 4.402  0.5643
H: -0.328 -2.141 5.683  0.3676
H: -1.381 -3.012 4.589  0.4395
H: -1.803 -1.363 5.178  0.4480
H: 0.253 -3.321 2.794  0.5760
H: 1.793 -2.397 1.167  0.5388
C: 3.683 0.555 -3.223  -1.0196
C: 2.631 -0.493 -3.531  -0.5305
S: 0.900 -0.106 -3.198  0.3288
O: 0.813 -0.048 -1.551  -0.5019
C: 0.636 1.600 -3.762  -0.6483
C: 1.058 2.717 -2.818  -0.7019
H: 4.654 0.087 -3.395  0.4018
H: 3.657 0.886 -2.185  0.1311
H: 3.622 1.412 -3.891  0.3819
H: 2.784 -1.448 -3.021  0.4137
H: 2.556 -0.718 -4.606  0.6320
H: -0.426 1.629 -4.004  0.4982
H: 1.197 1.607 -4.705  0.5559
H: 0.504 2.687 -1.880  -0.1046
H: 0.807 3.657 -3.313  0.4674
H: 2.124 2.729 -2.616  0.2692
Br: -4.687 -4.316 -0.216  0.1446
C: -3.335 -3.100 -0.129  0.1667
C: -2.156 -3.285 -0.877  -0.7469
C: -1.173 -2.346 -0.803  -0.2966
N: -1.288 -1.216 -0.026  0.3982
C: -2.443 -1.040 0.700  -0.2258
C: -3.455 -1.950 0.678  -0.7723
H: -2.030 -4.153 -1.510  0.5161
H: -0.261 -2.474 -1.370  0.4965
H: -2.523 -0.143 1.295  0.4719
H: -4.351 -1.772 1.259  0.5314
S: -1.687 4.017 0.778  -0.0235
C: -1.096 2.657 0.581  0.7868
N: -0.596 1.497 0.437  -0.6714

Results
HOMO level (spin up / spin down) (eV): -21.0 / -21.0
Total charge: +4
Lowest unoccupied orbital energy (spin up / spin down) (Eh): -0.5742 / -0.5737

=====

| no. | molecular weight (Da) | E (Ha) |
| --- | --- | --- |
| 1 | 582.14 | -2899.19104 |
| 2 | 613.21 | -2808.79187 |
| 3 | 607.96 | -2689.33721 |
| 4 | 507.44 | -5276.38195 |